# 1
DFT (ωB97M-V/def2-TZVPD) results for a 2-piece molecular cluster, C5H13ClNPS overall.

The geometry in ORCA input format:
```
! wB97M-V def2-TZVPD RIJCOSX def2/J DEFGRID3
* xyz 0 1
C 2.940 0.792 0.078
C 2.048 0.386 -0.972
C 1.330 1.618 -1.777
P 0.531 -0.602 -0.368
S 0.478 0.158 1.579
Cl 1.157 -2.523 -0.178
H 3.178 0.147 0.840
H 3.883 1.003 -0.386
H 2.541 1.740 0.636
H 2.583 -0.296 -1.712
H 0.806 1.041 -2.580
H 2.124 2.384 -2.182
H 0.648 2.103 -1.115
H -0.856 0.145 1.584
C -2.663 -1.062 2.569
N -2.310 -0.743 1.404
C -2.617 -1.428 0.166
H -2.170 -0.542 3.440
H -3.394 -1.796 2.811
H -3.186 -0.614 -0.320
H -1.622 -1.575 -0.202
H -3.100 -2.288 0.436
*
```

LUMO (eV): 0.7964
Relative energy (zero: lowest compared OMol25 entry of this formula, charge and spin) (kcal per mole): 53.67
Orbital gap (eV): 9.258
HOMO (eV): -8.4620
Structure (SMILES): CC(C)P(S)Cl.C=NC

Mulliken atomic charges, in units of e: number 1, C, carries -1.64; number 2, C, carries 0.34; number 3, C, carries -1.12; number 4, P, carries 0.28; number 5, S, carries -0.31; number 6, Cl, carries -0.28; number 7, H, carries 0.46; number 8, H, carries 0.42; number 9, H, carries 0.30; number 10, H, carries 0.32; number 11, H, carries 0.38; number 12, H, carries 0.33; number 13, H, carries 0.30; number 14, H, carries 0.30; number 15, C, carries -0.28; number 16, N, carries -0.34; number 17, C, carries -0.60; number 18, H, carries 0.18; number 19, H, carries 0.30; number 20, H, carries 0.29; number 21, H, carries -0.07; number 22, H, carries 0.42

=====

# 2
DFT (ωB97M-V/def2-TZVPD) results for C5H13FKO4S as an isolated structure.

The geometry in ORCA input format:
```
! wB97M-V def2-TZVPD RIJCOSX def2/J DEFGRID3
* xyz -1 1
K 2.952 -1.801 -0.938
C 0.664 -2.720 1.370
C 0.926 -4.140 0.857
O 1.965 -4.251 0.019
H 1.547 -2.351 1.912
H -0.216 -2.643 2.023
H 0.523 -2.020 0.537
H -0.033 -4.519 0.413
H 1.052 -4.779 1.778
F 2.056 -1.563 -3.519
O 1.299 2.948 -0.286
S 0.776 1.624 -0.438
O 1.496 0.509 0.050
O -0.629 1.540 0.282
C -1.497 2.677 0.207
C -2.627 2.487 1.186
C 0.363 1.352 -2.129
H -1.862 2.869 -0.809
H -0.929 3.578 0.455
H -3.386 1.797 0.819
H -3.085 3.451 1.408
H -2.250 2.061 2.116
H -0.427 2.053 -2.381
H 0.050 0.314 -2.229
H 1.270 1.524 -2.702
*
```

LUMO (eV): 2.3075
Relative energy (zero: lowest compared OMol25 entry of this formula, charge and spin) (kcal per mole): 0.00
Orbital gap (eV): 5.302
HOMO (eV): -2.9947

Mulliken atomic charges, in units of e: number 1, K, carries 0.97; number 2, C, carries -0.62; number 3, C, carries -0.31; number 4, O, carries -0.91; number 5, H, carries 0.23; number 6, H, carries 0.41; number 7, H, carries -0.08; number 8, H, carries 0.13; number 9, H, carries 0.17; number 10, F, carries -0.94; number 11, O, carries -0.68; number 12, S, carries 1.04; number 13, O, carries -0.50; number 14, O, carries -0.22; number 15, C, carries -0.19; number 16, C, carries -1.23; number 17, C, carries -0.91; number 18, H, carries 0.27; number 19, H, carries 0.33; number 20, H, carries 0.30; number 21, H, carries 0.36; number 22, H, carries 0.32; number 23, H, carries 0.33; number 24, H, carries 0.34; number 25, H, carries 0.38

=====

# 3
DFT (ωB97M-V/def2-TZVPD) results for a 3-piece molecular cluster, C5H13I2NOP overall.

The geometry in ORCA input format:
```
! wB97M-V def2-TZVPD RIJCOSX def2/J DEFGRID3
* xyz 1 1
C 1.407 -0.555 1.314
C 1.972 -0.729 -1.063
C 1.729 1.423 0.006
C -0.236 0.030 -0.461
C -0.972 1.118 -0.570
N 1.190 0.123 -0.001
O -1.679 2.020 -0.652
P -1.759 -2.061 0.931
I -3.460 -0.908 -0.354
I -5.601 1.966 -1.530
H 0.680 -1.393 1.347
H 2.403 -0.863 1.419
H 1.186 0.196 2.191
H 3.024 -0.618 -0.808
H 1.782 -1.712 -0.796
H 1.609 -0.546 -2.072
H 1.556 1.920 -0.974
H 1.151 2.061 0.758
H 2.803 1.591 0.430
H -0.568 -0.804 -0.994
H -3.725 2.045 -1.510
H -1.998 -1.219 2.005
H -2.493 -3.085 1.383
*
```

LUMO (eV): -3.9356
Relative energy (zero: lowest compared OMol25 entry of this formula, charge and spin) (kcal per mole): 24.63
Orbital gap (eV): 8.092
HOMO (eV): -12.0279

Mulliken atomic charges, in units of e: number 1, C, carries -0.65; number 2, C, carries -1.07; number 3, C, carries -1.02; number 4, C, carries -1.10; number 5, C, carries 0.28; number 6, N, carries 0.31; number 7, O, carries -0.26; number 8, P, carries -0.13; number 9, I, carries 0.10; number 10, I, carries -0.03; number 11, H, carries 0.13; number 12, H, carries 0.40; number 13, H, carries 0.29; number 14, H, carries 0.40; number 15, H, carries 0.52; number 16, H, carries 0.34; number 17, H, carries 0.38; number 18, H, carries 0.44; number 19, H, carries 0.33; number 20, H, carries 1.07; number 21, H, carries 0.01; number 22, H, carries 0.10; number 23, H, carries 0.12

=====

# 4
DFT (ωB97M-V/def2-TZVPD) results for one molecule with the formula C5H13INP.

The geometry in ORCA input format:
```
! wB97M-V def2-TZVPD RIJCOSX def2/J DEFGRID3
* xyz 0 1
C -0.807 1.634 0.573
N -0.095 0.421 0.843
P -1.450 -0.869 1.942
I -3.670 -0.345 1.134
C 0.512 -0.268 -0.278
C 1.608 0.653 -0.847
C 1.198 -1.522 0.268
C -0.474 -0.648 -1.389
H -1.143 2.061 1.521
H -0.136 2.354 0.106
H -1.682 1.522 -0.082
H -1.470 0.112 2.943
H 2.179 0.118 -1.600
H 1.187 1.540 -1.311
H 2.279 0.960 -0.050
H 1.855 -1.954 -0.485
H 0.469 -2.274 0.563
H 1.791 -1.253 1.141
H 0.044 -1.187 -2.178
H -1.259 -1.289 -0.987
H -0.937 0.235 -1.826
*
```

LUMO (eV): 0.0369
Relative energy (zero: lowest compared OMol25 entry of this formula, charge and spin) (kcal per mole): 0.00
Orbital gap (eV): 8.690
HOMO (eV): -8.6530
Structure (SMILES): CN(PI)C(C)(C)C

Mulliken atomic charges, in units of e: number 1, C, carries -0.99; number 2, N, carries -0.41; number 3, P, carries 0.07; number 4, I, carries -0.05; number 5, C, carries 1.74; number 6, C, carries -1.81; number 7, C, carries -1.87; number 8, C, carries -1.49; number 9, H, carries 0.36; number 10, H, carries 0.33; number 11, H, carries 0.35; number 12, H, carries 0.09; number 13, H, carries 0.45; number 14, H, carries 0.41; number 15, H, carries 0.42; number 16, H, carries 0.44; number 17, H, carries 0.45; number 18, H, carries 0.41; number 19, H, carries 0.43; number 20, H, carries 0.30; number 21, H, carries 0.36

=====

# 5
DFT (ωB97M-V/def2-TZVPD) results for an isolated ion of composition C5H13N and charge -1.

The geometry in ORCA input format:
```
! wB97M-V def2-TZVPD RIJCOSX def2/J DEFGRID3
* xyz -1 2
C -1.400 0.262 -1.630
C -0.369 -0.850 -1.463
C 0.851 -0.445 -0.635
C 0.665 -0.666 0.847
C 1.046 0.487 1.784
N -0.014 1.486 2.041
H -2.168 0.168 -2.395
H -0.817 1.157 -1.869
H -2.052 0.579 -0.818
H -0.846 -1.776 -1.118
H -0.109 -1.105 -2.490
H 1.214 0.564 -0.905
H 1.630 -1.110 -1.054
H 0.959 -1.706 1.117
H -0.450 -0.695 1.024
H 1.947 0.923 1.343
H 1.202 -0.080 2.707
H -0.907 1.039 2.384
H -0.382 1.768 1.132
*
```

LUMO (spin up / spin down) (eV): 4.1524 / 4.1083
Relative energy (zero: lowest compared OMol25 entry of this formula, charge and spin) (kcal per mole): 20.91
Orbital gap (spin up / spin down) (eV): 2.673 / 10.168
HOMO (spin up / spin down) (eV): 1.4799 / -6.0594

Mulliken atomic charges, in units of e: number 1, C, carries -3.35; number 2, C, carries -0.92; number 3, C, carries -0.82; number 4, C, carries -0.98; number 5, C, carries -0.57; number 6, N, carries -1.04; number 7, H, carries 1.58; number 8, H, carries 0.29; number 9, H, carries 0.48; number 10, H, carries 0.51; number 11, H, carries 0.68; number 12, H, carries 0.27; number 13, H, carries 0.42; number 14, H, carries 0.65; number 15, H, carries 0.01; number 16, H, carries 0.48; number 17, H, carries 0.31; number 18, H, carries 0.64; number 19, H, carries 0.35

=====

# 6
DFT (ωB97M-V/def2-TZVPD) results for a 2-piece molecular cluster, C5H13N overall.

The geometry in ORCA input format:
```
! wB97M-V def2-TZVPD RIJCOSX def2/J DEFGRID3
* xyz 0 1
C 2.870 -1.417 -1.242
C 1.565 -1.682 -1.203
C 1.028 -3.068 -0.900
H 3.317 -0.435 -1.200
H 3.550 -2.266 -1.165
H 0.794 -1.068 -1.666
H 1.011 -3.633 -1.834
H 1.837 -3.623 -0.393
H 0.118 -3.149 -0.318
C -2.420 1.920 0.041
N -1.550 2.537 1.053
C -0.951 1.552 1.965
H -3.335 1.433 0.389
H -2.528 2.613 -0.790
H -1.809 1.079 -0.309
H -2.061 3.199 1.624
H -1.657 1.087 2.668
H -0.107 2.050 2.443
H -0.531 0.750 1.357
*
```

LUMO (eV): 1.0204
Relative energy (zero: lowest compared OMol25 entry of this formula, charge and spin) (kcal per mole): 50.24
Orbital gap (eV): 9.877
HOMO (eV): -8.8562
Structure (SMILES): C=CC.CNC

Mulliken atomic charges, in units of e: number 1, C, carries -0.70; number 2, C, carries 0.09; number 3, C, carries -1.07; number 4, H, carries 0.28; number 5, H, carries 0.21; number 6, H, carries 0.31; number 7, H, carries 0.27; number 8, H, carries 0.30; number 9, H, carries 0.31; number 10, C, carries -0.63; number 11, N, carries -0.37; number 12, C, carries -0.70; number 13, H, carries 0.27; number 14, H, carries 0.29; number 15, H, carries 0.16; number 16, H, carries 0.22; number 17, H, carries 0.27; number 18, H, carries 0.28; number 19, H, carries 0.22

=====

# 7
DFT (ωB97M-V/def2-TZVPD) results for a 2-piece molecular cluster, C5H13N overall.

The geometry in ORCA input format:
```
! wB97M-V def2-TZVPD RIJCOSX def2/J DEFGRID3
* xyz 0 1
C 3.293 -0.274 1.629
C 1.959 -0.422 1.412
N 1.582 -1.409 0.415
H 3.830 -0.422 0.699
H 3.680 0.119 2.552
H 1.255 0.319 1.794
H 1.922 -0.986 -0.445
H 0.571 -1.475 0.377
C -2.925 -0.292 -0.902
C -2.078 0.795 -1.623
C -1.214 1.490 -0.509
H -3.961 -0.017 -0.702
H -3.122 -1.172 -1.525
H -2.332 -0.593 -0.048
H -1.408 0.397 -2.396
H -2.722 1.394 -2.279
H -0.355 0.838 -0.452
H -1.897 1.662 0.305
H -0.852 2.409 -0.987
*
```

LUMO (eV): 0.9619
Relative energy (zero: lowest compared OMol25 entry of this formula, charge and spin) (kcal per mole): 62.63
Orbital gap (eV): 9.468
HOMO (eV): -8.5061
Structure (SMILES): C=CN.CCC

Mulliken atomic charges, in units of e: number 1, C, carries -0.59; number 2, C, carries 0.02; number 3, N, carries -0.66; number 4, H, carries 0.19; number 5, H, carries 0.27; number 6, H, carries 0.25; number 7, H, carries 0.26; number 8, H, carries 0.29; number 9, C, carries -1.09; number 10, C, carries -0.30; number 11, C, carries -1.03; number 12, H, carries 0.30; number 13, H, carries 0.33; number 14, H, carries 0.29; number 15, H, carries 0.29; number 16, H, carries 0.33; number 17, H, carries 0.13; number 18, H, carries 0.39; number 19, H, carries 0.33

=====

# 8
DFT (ωB97M-V/def2-TZVPD) results for one molecule with the formula C5H13N.

The geometry in ORCA input format:
```
! wB97M-V def2-TZVPD RIJCOSX def2/J DEFGRID3
* xyz 0 1
C -0.531 0.661 -2.171
N -1.038 1.131 -0.854
C -0.099 0.917 0.207
C 0.168 -0.514 0.709
C 0.168 -0.657 2.220
C 1.270 -1.324 -0.057
H -1.126 1.121 -2.952
H 0.517 0.952 -2.192
H -0.548 -0.426 -2.258
H -2.005 0.832 -0.746
H 0.848 1.383 -0.074
H -0.420 1.526 1.061
H -0.664 -1.144 0.369
H 0.635 0.196 2.724
H -0.830 -0.704 2.656
H 0.761 -1.507 2.564
H 0.789 -1.808 -0.908
H 2.093 -0.806 -0.565
H 1.751 -2.052 0.595
*
```

LUMO (eV): 1.1496
Relative energy (zero: lowest compared OMol25 entry of this formula, charge and spin) (kcal per mole): 25.72
Orbital gap (eV): 9.650
HOMO (eV): -8.4999
Structure (SMILES): CNCC(C)C

Mulliken atomic charges, in units of e: number 1, C, carries -0.80; number 2, N, carries -0.34; number 3, C, carries -1.03; number 4, C, carries 1.23; number 5, C, carries -1.54; number 6, C, carries -1.40; number 7, H, carries 0.32; number 8, H, carries 0.28; number 9, H, carries 0.22; number 10, H, carries 0.25; number 11, H, carries 0.38; number 12, H, carries 0.38; number 13, H, carries 0.03; number 14, H, carries 0.35; number 15, H, carries 0.34; number 16, H, carries 0.38; number 17, H, carries 0.30; number 18, H, carries 0.30; number 19, H, carries 0.34

=====

Number 1: F_max 4.34 eV Å⁻¹. Number 2: F_max 1.20 eV Å⁻¹. Number 3: F_max 5.20 eV Å⁻¹. Number 4: F_max 3.89 eV Å⁻¹. Number 5: F_max 2.62 eV Å⁻¹. Number 6: F_max 2.30 eV Å⁻¹. Number 7: F_max 3.59 eV Å⁻¹. Number 8: F_max 1.91 eV Å⁻¹.